w) The following is a quantum chemistry calculation of a molecular structure, C2HN3O3, from OMol25.

Structure (ORCA input):
```
! RIJCOSX wB97M-V def2-TZVPD def2/J DEFGRID3
* xyz 0 1
O -1.01912 0.89800 1.44531
O -0.80565 -1.17660 -1.83152
O 1.58530 -1.14690 0.09792
N -1.16240 1.69804 -0.11797
N -0.80188 1.35144 -1.30661
N 0.23840 0.20885 1.30503
C 0.47499 -0.41265 0.26041
C -0.33457 -0.21992 -1.00085
H 1.82493 -1.20024 1.14827
*
```

Values from the calculation:
- Orbital gap: 0.3150 hartree
- E_HOMO: -10.3 eV
- LUMO: -1.74 eV

Mulliken analysis output, partial charges in e: atom 1 (O): -0.221, atom 2 (O): -0.424, atom 3 (O): -0.458, atom 4 (N): 0.020, atom 5 (N): -0.006, atom 6 (N): -0.362, atom 7 (C): 0.678, atom 8 (C): 0.335, atom 9 (H): 0.440

=====

x) The following is a quantum chemistry calculation of C2HN3O3 in the gas phase, from OMol25.

Structure (ORCA input):
```
! RIJCOSX wB97M-V def2-TZVPD def2/J DEFGRID3
* xyz 0 1
O -0.37601 -1.86914 -1.30284
O 0.96547 2.02801 -0.76876
O -1.86931 -0.72403 -0.21765
N 0.94827 0.83673 -0.92118
N -0.76720 -0.98134 -0.58175
N -0.50901 0.96533 2.20650
C 0.45249 -0.04039 0.02439
C -0.07960 0.45813 1.28191
H 1.23491 -0.67331 0.27937
*
```

Values from the calculation:
- SMILES string: N#C[C@H](N=O)[N+](=O)[O-]
- Orbital gap (spin up / spin down): 0.3267 / 0.3268 hartree
- E_HOMO (spin up / spin down): -10.8 / -10.8 eV
- LUMO (spin up / spin down): -1.87 / -1.87 eV

Mulliken analysis output, partial charges in e: atom 1 (O): -0.496, atom 2 (O): -0.267, atom 3 (O): -0.472, atom 4 (N): 0.011, atom 5 (N): 0.868, atom 6 (N): -0.329, atom 7 (C): 0.207, atom 8 (C): 0.314, atom 9 (H): 0.163

=====

y) The following is a quantum chemistry calculation of C2HN3O3 in the gas phase, from OMol25.

Structure (ORCA input):
```
! RIJCOSX wB97M-V def2-TZVPD def2/J DEFGRID3
* xyz 0 1
O 1.95531 -0.90191 0.00657
O -2.04366 0.87116 -0.01995
O -2.07088 -1.30631 0.12217
N 0.65392 -1.31916 -0.07563
N 1.94249 0.49480 0.11638
N -1.53106 -0.24622 -0.01441
C 0.73037 0.82336 0.02243
C -0.10611 -0.24899 -0.12885
H 0.46962 1.83328 -0.02871
*
```

Values from the calculation:
- SMILES string: O=[N+]([O-])c1cnon1
- Orbital gap: 0.3964 hartree
- E_HOMO: -12.2 eV
- LUMO: -1.43 eV

Mulliken analysis output, partial charges in e: atom 1 (O): -0.026, atom 2 (O): -0.537, atom 3 (O): -0.502, atom 4 (N): -0.216, atom 5 (N): -0.337, atom 6 (N): 0.912, atom 7 (C): -0.136, atom 8 (C): 0.370, atom 9 (H): 0.472

=====

z) The following is a quantum chemistry calculation of 2 unconnected molecules or ions with the total composition C2HN3O3, from OMol25.

Structure (ORCA input):
```
! RIJCOSX wB97M-V def2-TZVPD def2/J DEFGRID3
* xyz 0 1
O -1.98261 0.43891 1.67988
O 0.16102 0.53641 1.23321
O 1.73349 -2.38779 -0.00001
N -0.28932 1.13926 -2.49945
N 1.17484 -1.70210 -0.77509
N -0.87211 0.94929 1.69382
C 0.11764 0.12281 -2.12668
C 0.67538 -0.90855 -1.46740
H -0.71834 1.81176 2.26174
*
```

Values from the calculation:
- SMILES string: N#CC#[N+][O-].O=[NH+][O-]
- Orbital gap: 0.3762 hartree
- E_HOMO: -10.5 eV
- LUMO: -0.30 eV

Mulliken analysis output, partial charges in e: atom 1 (O): -0.437, atom 2 (O): -0.407, atom 3 (O): -0.599, atom 4 (N): -0.405, atom 5 (N): 0.541, atom 6 (N): 0.553, atom 7 (C): -0.078, atom 8 (C): 0.544, atom 9 (H): 0.288

=====

Which is the most stable structure? y) is the most stable.

=====

w) The following is a quantum chemistry calculation of C2HN3O3 in the gas phase, from OMol25.

Structure (ORCA input):
```
! RIJCOSX wB97M-V def2-TZVPD def2/J DEFGRID3
* xyz 0 1
O 1.97079 0.83776 -0.02752
O -2.28370 0.37438 -0.24736
O 1.86408 -1.35086 -0.24776
N -0.90863 -1.32315 0.16389
N -0.93032 0.99035 -0.01509
N -2.14802 -0.88056 -0.03754
C -0.21297 -0.06334 0.29827
C 1.24745 -0.34434 0.06149
H 1.40131 1.75977 0.05162
*
```

Values from the calculation:
- SMILES string: O=C(O)c1nnon1
- Orbital gap: 0.3874 hartree
- E_HOMO: -11.8 eV
- LUMO: -1.26 eV

Mulliken analysis output, partial charges in e: atom 1 (O): -0.511, atom 2 (O): -0.007, atom 3 (O): -0.461, atom 4 (N): -0.157, atom 5 (N): -0.299, atom 6 (N): 0.024, atom 7 (C): 0.446, atom 8 (C): 0.574, atom 9 (H): 0.391

=====

x) The following is a quantum chemistry calculation of C2HN3O3 in the gas phase, from OMol25.

Structure (ORCA input):
```
! RIJCOSX wB97M-V def2-TZVPD def2/J DEFGRID3
* xyz 0 1
O -2.39011 -0.98119 -0.18843
O 2.22137 -1.21599 -0.28703
O 0.09288 -0.60923 0.57730
N 0.08876 1.52483 -0.13517
N 1.39988 1.20660 -0.05191
N -0.59767 0.46460 0.29961
C 1.36082 -0.33727 -0.01638
C -1.87269 0.14755 -0.19428
H -2.55874 1.21737 -0.33838
*
```

Values from the calculation:
- SMILES string: O=Cn1nnc(=O)o1
- Orbital gap: 0.3451 hartree
- E_HOMO: -11.1 eV
- LUMO: -1.69 eV

Mulliken analysis output, partial charges in e: atom 1 (O): -0.432, atom 2 (O): -0.459, atom 3 (O): -0.204, atom 4 (N): -0.235, atom 5 (N): -0.223, atom 6 (N): 0.605, atom 7 (C): 0.526, atom 8 (C): 0.149, atom 9 (H): 0.273

=====

Which is the most stable structure? w) is the most stable.

=====

w) The following is a quantum chemistry calculation of 2 unconnected molecules or ions with the total composition C3H10NO, from OMol25.

Structure (ORCA input):
```
! RIJCOSX wB97M-V def2-TZVPD def2/J DEFGRID3
* xyz 2 2
O -0.20643 -0.50075 2.09880
N -0.27985 -1.94859 -1.51959
C -0.32888 1.61288 0.69388
C 0.34526 -0.90315 -2.06691
C 0.54847 0.45828 1.30458
H -0.95790 -0.03200 2.61170
H 1.30268 0.93081 1.88336
H -1.41297 1.51236 0.56615
H -0.84311 -2.71266 -2.02602
H 0.01284 1.96035 -0.36623
H 1.09538 -0.14372 0.57371
H 0.63657 -0.00449 -1.50052
H 0.44912 -0.72305 -3.15025
H -0.18743 -1.92965 -0.48814
H -0.17374 2.42338 1.38549
*
```

Values from the calculation:
- Orbital gap (spin up / spin down): 0.4533 / 0.2858 hartree
- E_HOMO (spin up / spin down): -22.1 / -22.0 eV
- LUMO (spin up / spin down): -9.79 / -14.26 eV

Mulliken analysis output, partial charges in e: atom 1 (O): -0.106, atom 2 (N): -0.155, atom 3 (C): -1.088, atom 4 (C): 0.175, atom 5 (C): -0.070, atom 6 (H): 0.466, atom 7 (H): 0.304, atom 8 (H): 0.428, atom 9 (H): 0.333, atom 10 (H): 0.351, atom 11 (H): 0.311, atom 12 (H): 0.085, atom 13 (H): 0.322, atom 14 (H): 0.247, atom 15 (H): 0.395

=====

x) The following is a quantum chemistry calculation of 3 unconnected molecules or ions with the total composition C3H10NO, from OMol25.

Structure (ORCA input):
```
! RIJCOSX wB97M-V def2-TZVPD def2/J DEFGRID3
* xyz 2 2
O -1.20336 -1.37724 -0.64428
N -1.46833 -0.93851 2.03796
C 0.72082 2.22404 -0.58155
C 1.54331 -0.11828 -0.93132
C 0.58516 0.85201 -0.38347
H -2.35474 -0.55039 2.37864
H -0.01073 2.91236 -0.14102
H -1.79833 -1.97136 -1.15992
H -0.26662 0.41099 0.10985
H -1.12217 -1.62051 2.73247
H 1.51949 2.64327 -1.19774
H 2.08224 -0.62857 -0.11842
H 2.24273 0.31326 -1.64296
H 1.00223 -0.91140 -1.47225
H -1.47170 -1.23967 1.01401
*
```

Values from the calculation:
- Orbital gap (spin up / spin down): 0.3443 / 0.2638 hartree
- E_HOMO (spin up / spin down): -21.8 / -20.4 eV
- LUMO (spin up / spin down): -12.42 / -13.27 eV

Mulliken analysis output, partial charges in e: atom 1 (O): -0.396, atom 2 (N): -0.139, atom 3 (C): -0.570, atom 4 (C): -0.932, atom 5 (C): 0.651, atom 6 (H): 0.381, atom 7 (H): 0.296, atom 8 (H): 0.360, atom 9 (H): 0.198, atom 10 (H): 0.394, atom 11 (H): 0.316, atom 12 (H): 0.356, atom 13 (H): 0.383, atom 14 (H): 0.326, atom 15 (H): 0.376

=====

Which is the most stable structure? w) is the most stable.

=====

w) The following is a quantum chemistry calculation of C7H14O2 in the gas phase, from OMol25.

Structure (ORCA input):
```
! RIJCOSX wB97M-V def2-TZVPD def2/J DEFGRID3
* xyz 0 1
O 2.29932 0.26780 -0.11879
O -2.19474 -0.25212 0.73607
C 0.33176 0.41217 -1.89400
C -1.12845 -0.67871 0.00377
C -0.03295 0.58734 -0.43197
C 0.85913 0.29208 0.69801
C -0.79379 1.89211 -0.24077
C -0.99098 -1.92124 -0.44284
C 0.98700 -0.73355 1.80170
H -2.91896 -0.88774 0.65030
H -0.56145 0.37082 -2.51516
H 1.03423 1.24660 1.21750
H 0.90661 -0.49281 -2.06241
H -0.05636 -2.24989 -0.86029
H -0.09749 2.71257 -0.40524
H -1.83677 -2.59508 -0.51100
H 2.99207 -0.26065 0.29167
H 0.20578 -1.46549 1.98542
H -1.63485 1.95164 -0.92961
H -1.18394 1.99600 0.76737
H 0.90231 1.27728 -2.22725
H 0.99995 -0.16252 2.72837
H 1.91256 -1.30664 1.75917
*
```

Values from the calculation:
- SMILES string: C=C(O)C(C)(C)[C@@H](C)O
- Orbital gap: 0.3475 hartree
- E_HOMO: -8.7 eV
- LUMO: 0.75 eV

Mulliken analysis output, partial charges in e: atom 1 (O): -0.615, atom 2 (O): -0.482, atom 3 (C): -1.653, atom 4 (C): 0.310, atom 5 (C): 1.536, atom 6 (C): 0.159, atom 7 (C): -1.848, atom 8 (C): -1.021, atom 9 (C): -1.252, atom 10 (H): 0.339, atom 11 (H): 0.393, atom 12 (H): 0.256, atom 13 (H): 0.289, atom 14 (H): 0.254, atom 15 (H): 0.478, atom 16 (H): 0.309, atom 17 (H): 0.263, atom 18 (H): 0.339, atom 19 (H): 0.406, atom 20 (H): 0.397, atom 21 (H): 0.452, atom 22 (H): 0.329, atom 23 (H): 0.361

=====

x) The following is a quantum chemistry calculation of 2 unconnected molecules or ions with the total composition C7H14O2, from OMol25.

Structure (ORCA input):
```
! RIJCOSX wB97M-V def2-TZVPD def2/J DEFGRID3
* xyz 0 1
O 0.76339 -1.09722 1.11980
O 0.37400 -3.23720 0.32416
C -0.38710 -0.87734 0.38001
C -0.10026 -2.05704 1.08018
C -0.03087 2.82985 -0.13139
C -0.80191 -2.56265 2.38483
C -0.91466 1.17292 -1.82882
C 0.12571 1.73822 -1.15895
C 1.53006 1.25280 -1.53554
H 1.39618 0.25660 -1.96650
H 0.86780 3.40651 -0.07455
H -0.18369 -0.89682 -0.60835
H 0.84934 -2.84045 -0.35860
H -1.88873 -2.20734 2.74522
H 2.19463 1.25650 -0.60042
H -1.10823 -0.22230 1.02631
H 0.00722 2.50729 0.92542
H 2.13953 1.95461 -2.25329
H -0.14872 -2.16528 3.19114
H -0.85698 -3.62699 2.21783
H -0.93734 3.34124 -0.35662
H -1.98980 1.41929 -1.76110
H -0.89958 0.65477 -2.76079
*
```

Values from the calculation:
- SMILES string: C[C@@]1(O)CO1.C=C(C)C
- Orbital gap: 0.3661 hartree
- E_HOMO: -9.2 eV
- LUMO: 0.81 eV

Mulliken analysis output, partial charges in e: atom 1 (O): -0.462, atom 2 (O): -0.546, atom 3 (C): -0.849, atom 4 (C): 1.343, atom 5 (C): -1.386, atom 6 (C): -1.233, atom 7 (C): -1.170, atom 8 (C): 1.058, atom 9 (C): -1.047, atom 10 (H): 0.304, atom 11 (H): 0.395, atom 12 (H): 0.352, atom 13 (H): 0.278, atom 14 (H): 0.261, atom 15 (H): 0.284, atom 16 (H): 0.182, atom 17 (H): 0.282, atom 18 (H): 0.314, atom 19 (H): 0.302, atom 20 (H): 0.350, atom 21 (H): 0.375, atom 22 (H): 0.289, atom 23 (H): 0.323

=====

y) The following is a quantum chemistry calculation of 3 unconnected molecules or ions with the total composition C7H14O2, from OMol25.

Structure (ORCA input):
```
! RIJCOSX wB97M-V def2-TZVPD def2/J DEFGRID3
* xyz 0 1
O 0.93493 -2.21449 -0.68208
O 1.42974 -1.56727 1.48908
C 2.59885 -0.58043 -0.38428
C -2.53724 1.02445 0.24867
C -3.42300 0.39559 -0.50365
C -0.77413 -0.15701 0.73185
C 1.31899 -1.15591 0.15403
C -0.23493 0.54434 -0.31517
C 0.41876 1.87602 -0.16820
H -1.24136 -1.11741 0.56819
H -0.56763 0.14713 1.74847
H 2.48065 -0.25727 -1.41803
H -3.18469 -0.55066 -0.99229
H 3.39187 -1.34506 -0.36310
H -0.22536 2.64808 -0.59254
H 2.92579 0.25871 0.22774
H -2.74111 1.97110 0.74660
H 0.62467 2.11265 0.87515
H 0.19003 -2.66826 -0.26947
H 2.17479 -2.19033 1.57407
H 1.35502 1.90295 -0.72803
H -0.45611 0.20559 -1.32175
H -4.45852 0.71749 -0.62526
*
```

Values from the calculation:
- Orbital gap (spin up / spin down): 0.2650 / 0.2571 hartree
- E_HOMO (spin up / spin down): -6.5 / -6.4 eV
- LUMO (spin up / spin down): 0.69 / 0.61 eV

Mulliken analysis output, partial charges in e: atom 1 (O): -0.529, atom 2 (O): -0.555, atom 3 (C): -1.603, atom 4 (C): -0.453, atom 5 (C): -0.603, atom 6 (C): -0.687, atom 7 (C): 0.557, atom 8 (C): 0.612, atom 9 (C): -1.441, atom 10 (H): 0.306, atom 11 (H): 0.303, atom 12 (H): 0.323, atom 13 (H): 0.198, atom 14 (H): 0.476, atom 15 (H): 0.439, atom 16 (H): 0.319, atom 17 (H): 0.318, atom 18 (H): 0.294, atom 19 (H): 0.352, atom 20 (H): 0.343, atom 21 (H): 0.392, atom 22 (H): 0.354, atom 23 (H): 0.287

=====

z) The following is a quantum chemistry calculation of C7H14O2 in the gas phase, from OMol25.

Structure (ORCA input):
```
! RIJCOSX wB97M-V def2-TZVPD def2/J DEFGRID3
* xyz 0 1
O -2.52264 0.68066 1.59237
O 0.26739 0.28811 1.85773
C -1.00329 0.51002 -0.28222
C 1.58173 0.10407 -0.10145
C 0.37365 0.74451 0.53837
C 1.88973 -1.30282 0.30462
C -0.79157 -0.22442 -1.60214
C 2.34504 0.78750 -0.94276
C -2.01581 -0.20639 0.61074
H -1.70231 -0.20341 -2.19367
H -0.61552 0.55575 2.18634
H 1.07038 -1.97168 0.04005
H 3.22124 0.34910 -1.39101
H -1.65714 -1.16671 0.99960
H -2.78846 -0.35205 -0.19373
H 2.80504 -1.65516 -0.16697
H -0.01452 0.26654 -2.18879
H -3.20853 0.23492 2.09779
H 0.53139 1.83549 0.54054
H 1.99903 -1.34451 1.38874
H -0.52442 -1.26232 -1.43215
H -1.39720 1.51031 -0.48475
H 2.15678 1.82249 -1.17724
*
```

Values from the calculation:
- SMILES string: C=C(C)[C@H](O)[C@@H](C)CO
- Orbital gap: 0.3599 hartree
- E_HOMO: -9.1 eV
- LUMO: 0.73 eV

Mulliken analysis output, partial charges in e: atom 1 (O): -0.545, atom 2 (O): -0.634, atom 3 (C): 0.406, atom 4 (C): 0.649, atom 5 (C): 0.146, atom 6 (C): -1.183, atom 7 (C): -1.572, atom 8 (C): -1.153, atom 9 (C): -0.696, atom 10 (H): 0.502, atom 11 (H): 0.404, atom 12 (H): 0.230, atom 13 (H): 0.278, atom 14 (H): 0.295, atom 15 (H): 0.364, atom 16 (H): 0.386, atom 17 (H): 0.396, atom 18 (H): 0.316, atom 19 (H): 0.261, atom 20 (H): 0.273, atom 21 (H): 0.283, atom 22 (H): 0.279, atom 23 (H): 0.316

=====

Which is the most stable structure? z) is the most stable.